1.
DFT (wB97M-V/def2-TZVPD) results for one molecule with the formula C4H10O2.

The calculation puts the gap between HOMO and LUMO at 10.9 eV. Its LUMO energy is 0.75 eV. Its electronic energy is -8405.071 eV. The value obtained for the HOMO energy is -10.12 eV. The SMILES is CC(C)(O)CO. As for the energy above the lowest of the compared OMol25 structures with the same formula, charge and spin: 0.4760 eV.

Geometry as ORCA input:
```
! wB97M-V def2-TZVPD RIJCOSX def2/J DEFGRID3
* xyz 0 1
C 1.38 0.16 0.95
C 0.05 -0.17 0.28
C 0.15 -1.40 -0.62
O -0.88 -0.42 1.33
C -0.44 1.06 -0.48
O -1.72 0.77 -1.01
H 1.22 0.93 1.71
H 1.79 -0.73 1.43
H 2.10 0.53 0.22
H 0.64 -1.18 -1.58
H 0.71 -2.19 -0.11
H -0.85 -1.78 -0.83
H -1.75 -0.42 0.90
H -0.50 1.89 0.24
H 0.28 1.34 -1.27
H -2.19 1.60 -1.15
*
```

=====

2.
DFT (wB97M-V/def2-TZVPD) results for C18H37MoO3P3 as an isolated structure at a distorted geometry.

The calculation puts the gap between HOMO and LUMO (spin up / spin down) at 3.3 / 3.4 eV. Its LUMO energy (spin up / spin down) is -15.37 / -15.25 eV. Its electronic energy is -55082.203 eV. As for the expectation value of S²: 2.0225. The value obtained for the HOMO energy (spin up / spin down) is -18.65 / -18.62 eV.

Geometry as ORCA input:
```
! wB97M-V def2-TZVPD RIJCOSX def2/J DEFGRID3
* xyz 4 3
P 0.19 1.73 3.20
C 0.98 3.31 3.67
H 0.43 3.68 4.56
H 0.89 4.02 2.83
H 2.06 3.19 3.93
C -1.50 2.19 2.78
H -2.17 1.36 2.51
H -1.55 2.92 1.96
H -1.95 2.67 3.66
C 0.31 0.80 4.75
H 0.01 1.48 5.56
H 1.34 0.49 4.93
H -0.33 -0.08 4.77
P 2.09 -3.18 -0.20
C 3.43 -1.94 -0.13
H 4.38 -2.35 -0.51
H 3.53 -1.60 0.91
H 3.12 -1.06 -0.73
C 2.42 -4.44 1.07
H 1.47 -4.99 1.22
H 2.66 -3.93 2.01
H 3.22 -5.11 0.75
C 2.25 -4.05 -1.80
H 3.15 -4.68 -1.79
H 2.29 -3.31 -2.61
H 1.36 -4.67 -1.94
P -0.78 1.49 -3.33
C 0.64 2.40 -3.95
H 0.31 3.07 -4.78
H 1.38 1.69 -4.34
H 1.11 3.01 -3.16
C -1.71 0.52 -4.52
H -2.25 1.19 -5.20
H -2.41 -0.17 -4.04
H -0.98 -0.07 -5.10
C -1.84 2.46 -2.26
H -2.37 3.23 -2.83
H -1.26 2.95 -1.46
H -2.60 1.82 -1.78
Mo -1.49 -1.65 -0.15
C 1.17 1.04 1.82
O 1.56 0.50 0.84
C -0.39 -0.01 -1.92
O 0.79 -0.15 -1.78
C -2.97 -2.93 -0.87
C -3.53 -1.68 -0.52
C -3.27 -1.12 0.76
C -2.46 -1.84 1.69
C -1.90 -3.09 1.33
C -2.17 -3.63 0.05
H -3.16 -3.32 -1.85
H -4.15 -1.14 -1.23
H -3.61 -0.12 0.98
H -2.20 -1.37 2.63
H -1.20 -3.59 2.00
H -1.73 -4.58 -0.24
C 1.91 3.64 -0.43
O 0.52 3.62 -0.06
H 2.08 2.79 -1.10
H 2.55 3.50 0.46
H 2.19 4.59 -0.93
H 0.17 4.53 -0.11
*
```

=====

3.
DFT (wB97M-V/def2-TZVPD) results for a 2-piece molecular cluster, C3H8BrOPS overall at a distorted geometry.

The calculation puts the gap between HOMO and LUMO (spin up / spin down) at 7.8 / 6.7 eV. Its LUMO energy (spin up / spin down) is -0.68 / -1.89 eV. Its electronic energy is -95452.978 eV. The value obtained for the HOMO energy (spin up / spin down) is -8.50 / -8.57 eV. As for the energy above the lowest of the compared OMol25 structures with the same formula, charge and spin: 3.3369 eV.

Geometry as ORCA input:
```
! wB97M-V def2-TZVPD RIJCOSX def2/J DEFGRID3
* xyz 0 1
C 0.62 0.05 -2.11
C -1.51 0.50 2.64
C 0.77 -0.09 -0.69
O -1.94 1.19 1.46
P -1.87 0.88 -0.10
S -3.17 2.10 -0.83
Br -2.42 -1.38 -0.35
H 0.47 1.13 -2.48
H 1.59 -0.27 -2.60
H -0.21 -0.60 -2.53
H -2.31 0.62 3.37
H -0.44 0.72 2.97
H -1.55 -0.58 2.38
H 1.58 0.46 -0.31
H 0.55 -1.06 -0.37
*
```